# C3H6N3O

An isolated ion of composition C3H6N3O and charge +1 (ωB97M-V/def2-TZVPD, the OMol25 dataset).

Values from the calculation:
**SMILES**: O=CN1CNC=[NH+]1
**HOMO-LUMO gap**: 9.4241 eV
**Relative energy (zero: lowest compared OMol25 entry of this formula, charge and spin)**: 2.409 eV
**Electronic energy**: -357.06821 Ha
**HOMO level**: -13.22 eV
**F_max**: 5.41 eV/Å

ORCA input file:
```
! wB97M-V def2-TZVPD RIJCOSX def2/J DEFGRID3
* xyz 1 1
C 1.031 -0.812 -0.998
C -1.422 -0.118 1.748
C -0.070 1.048 -0.361
N 0.705 0.431 -1.451
N 0.051 0.104 0.785
N 0.592 -1.032 0.215
O -2.372 0.552 1.518
H 1.636 -1.625 -1.544
H -0.969 -0.818 2.447
H 0.439 2.106 0.004
H -1.122 1.255 -0.784
H 0.675 0.774 -2.349
H 0.827 -1.865 0.770
*
```

Charges per atom according to Mulliken partitioning, unit e: atom 1 (C): -0.015, atom 2 (C): 0.278, atom 3 (C): -0.401, atom 4 (N): -0.098, atom 5 (N): -0.246, atom 6 (N): -0.016, atom 7 (O): -0.309, atom 8 (H): 0.363, atom 9 (H): 0.349, atom 10 (H): 0.273, atom 11 (H): 0.324, atom 12 (H): 0.207, atom 13 (H): 0.290

=====

# C3H6N3O

An isolated ion of composition C3H6N3O and charge +1 (ωB97M-V/def2-TZVPD, the OMol25 dataset).

Values from the calculation:
**SMILES**: O[C@@H]1N=CNC=[NH+]1
**HOMO-LUMO gap**: 10.0873 eV
**Relative energy (zero: lowest compared OMol25 entry of this formula, charge and spin)**: 1.571 eV
**Electronic energy**: -357.09903 Ha
**HOMO level**: -15.03 eV
**F_max**: 4.79 eV/Å

ORCA input file:
```
! wB97M-V def2-TZVPD RIJCOSX def2/J DEFGRID3
* xyz 1 1
C 0.872 -1.282 -0.037
C 0.935 1.076 0.135
C -1.002 -0.081 -0.684
N -0.303 -1.285 -0.495
N 1.514 -0.083 0.386
N -0.202 1.157 -0.537
O -1.944 0.055 0.773
H 1.164 -2.278 0.268
H 1.539 1.953 0.623
H -1.511 -0.261 -1.631
H 2.404 -0.168 0.940
H -0.894 1.972 -0.477
H -2.571 -0.775 0.736
*
```

Charges per atom according to Mulliken partitioning, unit e: atom 1 (C): -0.100, atom 2 (C): 0.002, atom 3 (C): 0.169, atom 4 (N): -0.351, atom 5 (N): -0.067, atom 6 (N): -0.232, atom 7 (O): -0.583, atom 8 (H): 0.390, atom 9 (H): 0.345, atom 10 (H): 0.425, atom 11 (H): 0.300, atom 12 (H): 0.351, atom 13 (H): 0.351

=====

# C3H6N3P

C3H6N3P as an isolated structure (ωB97M-V/def2-TZVPD, the OMol25 dataset).

Values from the calculation:
**HOMO-LUMO gap**: 10.0045 eV
**Relative energy (zero: lowest compared OMol25 entry of this formula, charge and spin)**: 2.589 eV
**Electronic energy**: -623.44376 Ha
**HOMO level**: -9.67 eV
**F_max**: 4.03 eV/Å

ORCA input file:
```
! wB97M-V def2-TZVPD RIJCOSX def2/J DEFGRID3
* xyz 0 1
C 0.667 0.152 0.140
C -0.704 0.435 0.176
C 1.406 -1.129 0.222
N 1.284 1.321 0.006
N -0.892 1.733 0.036
N 0.323 2.222 -0.051
P -2.743 -0.704 -0.039
H 2.456 -0.920 0.410
H 1.005 -1.750 1.019
H 1.324 -1.674 -0.718
H 0.511 3.207 -0.168
H -2.161 -1.919 0.351
H -2.476 -0.974 -1.383
*
```

Charges per atom according to Mulliken partitioning, unit e: atom 1 (C): 0.759, atom 2 (C): -0.061, atom 3 (C): -1.053, atom 4 (N): -0.624, atom 5 (N): -0.559, atom 6 (N): 0.252, atom 7 (P): 0.055, atom 8 (H): 0.337, atom 9 (H): 0.301, atom 10 (H): 0.241, atom 11 (H): 0.245, atom 12 (H): 0.045, atom 13 (H): 0.061

=====

Please write out number 1 again, unchanged.
# C3H6N3O

An isolated ion of composition C3H6N3O and charge +1 (ωB97M-V/def2-TZVPD, the OMol25 dataset).

Values from the calculation:
**SMILES**: O=CN1CNC=[NH+]1
**HOMO-LUMO gap**: 9.4241 eV
**Relative energy (zero: lowest compared OMol25 entry of this formula, charge and spin)**: 2.409 eV
**Electronic energy**: -357.06821 Ha
**HOMO level**: -13.22 eV
**F_max**: 5.41 eV/Å

ORCA input file:
```
! wB97M-V def2-TZVPD RIJCOSX def2/J DEFGRID3
* xyz 1 1
C 1.031 -0.812 -0.998
C -1.422 -0.118 1.748
C -0.070 1.048 -0.361
N 0.705 0.431 -1.451
N 0.051 0.104 0.785
N 0.592 -1.032 0.215
O -2.372 0.552 1.518
H 1.636 -1.625 -1.544
H -0.969 -0.818 2.447
H 0.439 2.106 0.004
H -1.122 1.255 -0.784
H 0.675 0.774 -2.349
H 0.827 -1.865 0.770
*
```

Charges per atom according to Mulliken partitioning, unit e: atom 1 (C): -0.015, atom 2 (C): 0.278, atom 3 (C): -0.401, atom 4 (N): -0.098, atom 5 (N): -0.246, atom 6 (N): -0.016, atom 7 (O): -0.309, atom 8 (H): 0.363, atom 9 (H): 0.349, atom 10 (H): 0.273, atom 11 (H): 0.324, atom 12 (H): 0.207, atom 13 (H): 0.290